This record from OMol25 describes a 13-piece molecular cluster, C53H74N10O9 overall in a non-equilibrium geometry. The level of theory is wB97M-V/def2-TZVPD.

```
146
Properties=species:S:1:pos:R:3:forces:R:3
H 8.167791 -21.434910 -12.551107 -0.68 -0.62 0.66
C 11.219866 -12.278958 -5.769919 -0.89 -0.81 1.68
H 2.661435 -11.955421 -13.426418 0.14 0.34 -1.14
H -3.175981 -16.154555 -11.388598 -0.14 -0.35 -0.28
C -1.829127 -19.565773 -16.780700 0.39 -0.16 -0.01
H 12.703256 -13.516197 -19.776569 0.10 0.32 -0.18
H -3.090625 -15.892033 -7.118336 0.73 0.19 0.06
H 10.004978 -5.655224 -11.216255 -0.42 0.29 -0.30
C -2.995931 -21.558968 -16.691411 -0.58 0.58 0.53
H -2.731349 -15.472589 -22.222338 0.22 0.19 0.22
C 1.496692 -7.200274 -8.764467 -0.90 -1.26 1.22
H -2.250735 -6.167943 -21.560819 -0.39 -0.12 0.25
C 10.336303 -12.229363 -18.802078 0.25 2.08 1.97
H 3.929217 -19.362683 -1.148139 -0.21 0.17 -0.04
C 6.692365 -19.938724 -20.547449 1.27 -0.02 -0.64
H 12.981743 -15.106173 -20.319826 -0.50 -0.49 0.19
H 0.014025 -6.177042 -18.466114 0.37 -0.46 0.04
C 9.871660 -6.469441 -11.928556 0.54 -0.66 0.55
O 6.761760 -7.207163 -13.143855 1.65 0.41 0.43
C 7.639162 -20.482191 -12.519940 0.21 0.08 0.17
H -2.869617 -13.748508 -22.678253 -0.11 -0.24 -0.61
H -4.361470 -20.325212 -17.713306 -0.43 0.20 0.01
C -0.965597 -6.611845 -18.267683 0.13 0.58 -1.21
C -3.487964 -14.077804 -20.811321 0.43 -0.05 1.13
C 3.851233 -11.337442 -23.332513 0.74 1.40 2.39
C 4.975879 -9.894452 -21.696731 -1.49 -1.20 -0.56
C 3.106708 -13.700813 -12.441485 -0.95 -1.15 0.26
C -4.651514 -15.436552 -24.158091 -1.08 -0.64 -0.21
H 9.225444 -15.598765 -5.513130 0.16 -0.13 0.38
C 9.407054 -13.632027 -6.302121 1.50 1.33 -0.51
H -4.520222 -18.331440 -11.075044 -0.10 0.01 -0.04
H 3.763822 -11.672923 -24.355359 -0.40 -0.33 0.07
O 8.111812 -7.989261 -11.581645 1.20 -0.11 0.81
H 9.032845 -19.659264 -11.052896 0.27 0.17 -0.44
C -3.353569 -14.579469 -22.165031 -1.32 -0.04 -0.15
O 5.757636 -14.628784 -14.547813 -4.29 1.89 1.93
H 10.100245 -8.537803 -11.733045 -0.29 -0.46 0.37
C 9.484044 -7.771774 -11.262316 0.81 -0.53 0.70
C -2.989605 -15.823697 -9.281010 -0.16 -2.09 -1.27
H 8.612814 -13.730999 -7.027223 -0.40 -0.13 0.29
H -0.467638 -5.255401 -9.739905 -0.51 -0.27 0.92
C 9.796815 -14.684053 -5.456233 -0.18 1.28 -1.08
C 10.865069 -14.586674 -19.631752 1.23 -0.34 -0.76
C -4.139838 -17.776758 -10.230036 1.21 0.96 -0.26
H 5.484511 -18.672148 -19.189041 0.52 -0.26 0.32
N 10.089692 -12.449917 -6.461830 -0.38 -1.14 -0.02
H -1.423800 -8.022940 -19.973155 0.13 0.12 0.11
H 5.824829 -21.218591 -13.520131 0.21 -0.24 -0.01
C 12.222987 -14.323663 -20.329236 0.14 0.68 0.49
N 7.295658 -20.098825 -21.767121 -0.87 0.91 0.64
H -0.592125 -6.219731 -21.325936 0.40 0.40 0.26
H 4.249329 -10.114939 -19.664330 0.03 -0.37 0.16
N 3.225930 -17.475903 -5.590387 -1.26 -2.64 1.73
O -3.104355 -19.259490 -16.596749 -0.31 2.00 0.74
H 12.562975 -13.017491 -4.301764 -0.06 -0.19 0.29
H 4.171881 -20.443562 -2.496324 0.41 0.06 -0.07
H 10.824364 -6.671337 -12.418134 -0.15 0.58 -0.42
C -1.663906 -7.021285 -19.616585 -0.68 0.95 1.23
H -0.904343 -7.397018 -17.514114 -0.02 -0.07 -0.31
H 11.374684 -15.190496 -4.063371 -0.21 -0.24 0.07
H 5.633937 -19.617371 -12.984563 0.30 0.28 0.44
O 8.807770 -6.298174 -12.837031 0.36 0.86 -0.57
C 6.254463 -18.053340 -22.441649 0.07 0.33 1.03
H 9.641645 -7.732234 -10.184492 -0.20 -0.33 -0.09
C 5.761797 -17.867860 -21.130057 0.59 0.12 -0.54
C 3.796437 -19.456630 -2.225928 -0.42 -0.27 -0.35
H 4.374097 -18.687580 -2.738734 0.10 -0.05 0.08
H 2.333444 -14.445637 -12.253308 0.18 -0.38 0.11
H 8.241081 -20.049074 -13.318821 -0.66 0.95 -0.21
H 1.158756 -19.465513 -4.477920 -0.17 -0.24 -0.08
H 12.125108 -14.015277 -21.370107 -0.22 0.08 0.00
H 1.783288 -18.579197 -2.310555 0.29 0.53 -0.33
O 3.881878 -13.255606 -14.551248 0.09 0.39 -1.97
N 1.491111 -8.174386 -8.141073 0.11 0.87 -0.56
H 6.939481 -20.689745 -19.811712 -0.11 -0.39 -0.10
H -5.125657 -15.773440 -22.061519 -0.31 0.07 -0.17
H 6.117608 -17.316578 -23.219377 -0.15 0.17 0.09
H 2.568065 -20.487219 -4.595684 0.28 0.18 -0.15
H 10.387339 -15.393286 -20.187853 -0.33 -0.02 0.25
N 3.123676 -11.918007 -22.324450 1.01 0.81 -1.54
C 4.728607 -14.140900 -14.025091 2.91 -1.09 0.11
N -1.644510 -3.426450 -20.109372 0.18 -4.01 -1.03
H -5.640670 -15.293485 -24.593089 0.06 -0.08 -0.42
C 6.003252 -18.807421 -20.126590 -0.68 0.09 -1.96
N -3.781085 -17.600876 -7.872646 -1.21 -1.25 -0.40
C 7.563901 -20.423656 -9.967513 -1.34 -1.27 1.19
O -0.963355 -18.750860 -16.861220 -0.02 -0.88 0.01
C 4.181743 -10.505965 -20.668784 1.02 1.38 -1.79
H 1.402767 -6.369094 -10.589361 0.25 0.47 -0.22
O 4.324821 -14.336001 -12.731406 1.47 -1.12 -0.16
N 7.201360 -20.980862 -9.012560 0.71 0.91 -1.43
H -3.062931 -22.114592 -15.756049 0.44 0.05 0.04
C -4.780303 -14.979373 -22.723545 1.86 0.88 0.28
H 3.142141 -13.127339 -11.515221 0.54 0.40 -0.34
H -5.451973 -14.122587 -22.669972 0.04 -0.04 0.26
H -0.024943 -2.794043 -10.088435 -0.67 -0.63 0.36
C 7.833559 -7.166989 -12.574845 -3.52 -0.06 -1.47
H 2.715970 -12.051411 -20.342033 -0.18 0.18 0.24
H 5.301790 -16.933971 -20.842549 -0.40 0.04 -0.27
O -1.720601 -20.924248 -16.849431 0.57 -0.45 -0.31
H 2.460145 -5.577148 -9.350912 0.34 0.14 -0.64
H -1.482907 -5.754992 -17.836050 -0.37 -0.16 0.05
C 4.783801 -10.274042 -23.054425 -0.44 -1.41 1.98
H 1.821238 -13.388935 -14.113333 0.33 0.16 -0.62
H 11.100095 -14.936169 -18.626413 -0.46 0.11 0.10
H -4.474979 -16.511558 -24.194379 0.31 0.02 -0.16
C -3.386236 -16.598739 -10.426888 -0.15 1.08 1.79
H -2.429316 -14.902041 -9.336080 -0.21 0.11 -0.24
C 0.452398 -4.906116 -9.271259 -1.14 0.33 -1.10
N -3.537038 -13.647962 -19.743645 -0.17 -0.15 -0.45
H 0.386228 -4.726323 -8.198227 -0.33 -0.09 -0.13
H -4.738414 -20.357834 -15.981337 0.27 0.13 0.13
C 9.964222 -13.341316 -19.697315 0.51 -0.20 0.07
C 3.289516 -11.484481 -21.060378 0.18 -0.49 -0.73
C -3.205304 -16.425636 -8.050285 -0.66 0.40 0.15
C 2.766109 -12.994092 -13.739937 -0.40 0.53 1.81
H 1.808813 -20.220149 -2.142663 -0.07 -0.61 -0.73
H 5.726360 -9.143867 -21.497248 -0.05 0.06 0.32
C -1.584868 -4.571556 -20.406418 0.01 2.98 0.97
H -3.302669 -22.214570 -17.506408 0.79 -0.08 -0.10
C 10.938640 -14.457080 -4.725457 1.41 1.37 0.65
C 11.634711 -13.204987 -4.820970 -0.72 -1.74 -0.88
C -4.288084 -18.256351 -8.937629 0.44 1.21 -0.06
C 6.117356 -20.554082 -12.707138 0.32 -0.62 -0.68
N 10.535378 -11.327446 -18.074029 -0.38 -2.51 -2.06
H 10.066987 -12.964865 -20.715065 -0.35 0.11 -0.09
H 1.560770 -3.098190 -9.593142 0.46 -0.01 -0.39
H 7.660071 -19.175831 -23.606465 -0.17 -0.37 -0.23
C 2.794310 -18.392120 -4.990378 1.48 2.13 -1.16
C 2.218701 -19.521659 -4.229985 -0.93 0.10 0.33
H -3.928402 -14.915232 -24.785325 0.05 0.10 0.29
H 0.924053 -3.845508 -11.100216 0.25 0.09 -0.01
C 7.075989 -19.136780 -22.698877 -0.07 -0.61 1.66
C -3.930124 -20.347838 -16.712540 -1.12 -1.40 -1.03
C -1.510481 -6.015930 -20.775309 0.43 0.32 -0.24
C 2.332173 -19.439184 -2.694290 0.50 0.66 0.76
H 8.926901 -13.616327 -19.506460 -0.01 0.18 0.01
H 5.682185 -20.967224 -11.797169 -0.16 0.18 0.00
H -4.916746 -19.125668 -8.813248 0.27 -0.28 0.55
C 0.711667 -3.596981 -10.060405 1.19 -0.15 0.50
H 5.503290 -9.862266 -23.746652 -0.41 -0.05 -0.54
C 1.478099 -5.997641 -9.567375 0.96 0.51 0.04
H -2.723806 -6.981143 -19.365431 -0.17 -0.52 -0.12
C 7.958634 -19.757186 -11.209657 1.02 0.20 0.59
H 11.779448 -11.355787 -5.737923 -0.24 0.40 -0.88
H 7.574177 -18.738699 -11.155193 -0.21 0.00 -0.27
```
Positions in Å, forces in eV/Å.

Properties
* lowest unoccupied orbital energy: 0.282 eV
* orbital gap: 9.74 eV
* net charge: 0
* energy relative to the best compared isomer or geometry (same formula, charge and spin): 5.293 eV
* energy: -89483.1604 eV
* HOMO energy: -0.3476 Eh